Entry i
{"formula": "C4H11NP2", "method": "ωB97M-V/def2-TZVPD", "homo_lumo_gap_ev": [7.4161, 7.4181], "charge": 0, "e_homo_ha": [-0.2528, -0.2528], "symbols": ["C", "C", "C", "C", "N", "P", "P", "H", "H", "H", "H", "H", "H", "H", "H", "H", "H", "H"], "coordinates": [[2.286, -0.091, 0.383], [-0.569, 0.270, -0.970], [-1.777, 1.078, -0.669], [-0.950, -1.155, 0.946], [-0.279, -0.886, -0.311], [1.666, 1.619, 0.066], [1.315, -1.518, -0.429], [3.291, -0.193, -0.037], [2.348, -0.306, 1.452], [-0.158, 0.332, -1.967], [-2.686, 0.540, -0.960], [-1.734, 2.002, -1.238], [-1.854, 1.325, 0.388], [-0.604, -2.118, 1.323], [-0.724, -0.378, 1.684], [-2.030, -1.201, 0.805], [0.946, 1.690, 1.256], [1.514, -1.010, -1.722]]}

Entry ii
{"formula": "C4H11NP2", "method": "ωB97M-V/def2-TZVPD", "homo_lumo_gap_ev": 8.2740, "charge": 0, "e_homo_ha": -0.3034, "symbols": ["C", "C", "C", "C", "N", "P", "P", "H", "H", "H", "H", "H", "H", "H", "H", "H", "H", "H"], "coordinates": [[0.876, 2.952, -1.567], [-1.271, -2.740, 0.196], [0.127, 2.618, -0.355], [0.233, -2.442, 0.648], [0.069, 0.755, 1.496], [0.354, 0.802, -0.020], [0.615, -1.465, 2.123], [0.794, 3.948, -1.981], [2.022, 2.855, -1.469], [0.614, 2.464, -2.607], [-1.925, -1.773, 0.078], [-1.110, -3.392, -0.709], [-1.909, -3.305, 0.920], [-0.912, 2.833, -0.403], [0.643, 3.074, 0.605], [0.644, -2.012, -0.299], [0.805, -3.337, 0.708], [-0.669, -1.835, 2.639]]}

What should be chosen as the most stable of them? Choose entry i.

Entry i
{"formula": "C4H5FS", "method": "ωB97M-V/def2-TZVPD", "homo_lumo_gap_ev": 9.7115, "charge": 0, "e_homo_ha": -0.3333, "symbols": ["F", "C", "C", "C", "C", "S", "H", "H", "H", "H", "H"], "coordinates": [[-2.062, 2.446, 0.520], [-1.289, 1.424, -0.075], [-0.126, 0.893, 0.563], [0.538, -0.263, -0.256], [1.050, -1.664, -0.032], [2.431, -0.486, -0.237], [-1.728, 1.179, -1.151], [-0.238, 1.134, 1.653], [-0.142, -0.106, -1.188], [0.638, -2.543, -0.797], [0.930, -2.013, 1.000]]}

Entry ii
{"formula": "C4H5FS", "method": "ωB97M-V/def2-TZVPD", "homo_lumo_gap_ev": 8.7599, "charge": 0, "e_homo_ha": -0.2895, "symbols": ["F", "C", "C", "S", "C", "C", "H", "H", "H", "H", "H"], "coordinates": [[2.218, -0.650, 0.122], [0.932, -0.484, 0.086], [0.150, -1.577, -0.060], [-1.526, -1.032, -0.039], [-1.077, 0.731, 0.231], [0.269, 0.843, -0.272], [0.688, -2.687, -0.054], [-1.000, 0.843, 1.325], [-2.018, 1.274, -0.007], [0.976, 1.843, -0.080], [0.388, 0.897, -1.253]]}

Entry iii
{"formula": "C4H5FS", "method": "ωB97M-V/def2-TZVPD", "homo_lumo_gap_ev": 7.9452, "charge": 0, "e_homo_ha": -0.3267, "symbols": ["F", "C", "C", "C", "C", "S", "H", "H", "H", "H", "H"], "coordinates": [[0.951, 2.154, -0.138], [0.785, 0.887, 0.469], [0.974, -0.015, -0.558], [-0.569, 0.307, -0.101], [-1.412, -0.880, 0.435], [-2.835, -1.620, -0.330], [0.980, 0.706, 1.572], [1.232, -1.111, -0.045], [1.423, 0.191, -1.496], [-0.754, 1.002, -0.945], [-0.774, -1.620, 1.136]]}

What should be chosen as the most stable of them? Choose entry ii.